DFT (ωB97M-V with the def2-TZVPD basis set) results for a structure of composition C13H15PSe2V.

Properties
E_HOMO (spin up / spin down) (eV): -7.08 / -7.32
Lowest unoccupied orbital energy (spin up / spin down) (eV): 0.147 / 0.176
Orbital gap (spin up / spin down) (eV): 7.2 / 7.5
⟨S²⟩: 3.782

ORCA input file:
```
! RIJCOSX wB97M-V def2-TZVPD def2/J DEFGRID3
* xyz 0 4
V 0.10 0.36 -3.11
C 0.11 -0.06 -5.36
H 1.19 -0.19 -4.78
H -0.16 -1.02 -5.81
H 0.24 0.69 -6.15
H -1.00 0.24 -4.77
H -1.41 0.80 -3.99
Se 1.84 -0.48 -1.70
P 0.18 0.01 -0.35
Se -1.71 0.44 -1.53
C -0.23 -1.44 0.70
C -0.60 -2.68 0.12
C -1.23 -3.67 0.87
C -1.43 -3.45 2.25
C -0.95 -2.28 2.85
C -0.32 -1.28 2.09
C 0.65 1.38 0.75
C -0.43 2.03 1.36
C -0.20 3.03 2.30
C 1.12 3.37 2.58
C 2.23 2.78 1.95
C 1.99 1.77 1.03
H -0.41 -2.83 -0.92
H -1.57 -4.60 0.40
H -1.93 -4.21 2.83
H -1.06 -2.16 3.93
H 0.12 -0.43 2.60
H -1.47 1.75 1.11
H -1.06 3.57 2.75
H 1.31 4.20 3.25
H 3.26 3.10 2.19
H 2.80 1.27 0.56
*
```

Atomic partial charges in e from the Löwdin method, atoms 1 to 2: -0.063 -0.217

DFT (ωB97M-V with the def2-TZVPD basis set) results for a cluster of 2 separate species, C13H16BF7N4O3S in total.

Properties
E_HOMO (eV): -9.34
Lowest unoccupied orbital energy (eV): -3.258
Orbital gap (eV): 6.1

ORCA input file:
```
! RIJCOSX wB97M-V def2-TZVPD def2/J DEFGRID3
* xyz 0 1
N -0.42 -0.06 3.79
C -0.57 -0.68 2.57
N 0.56 -1.55 1.98
C 0.07 -1.87 0.58
C -0.95 -0.58 0.25
C -1.68 -1.05 -1.14
C -0.76 -0.77 -2.50
C -0.87 0.79 -3.03
O -2.08 1.36 -3.18
N 0.38 1.65 -3.31
C 0.99 1.84 -1.90
C 0.31 3.04 -0.99
C 0.93 3.22 0.55
C 2.16 2.22 1.07
C 2.81 1.05 0.09
C 2.21 0.85 -1.43
N -1.73 -0.63 1.56
S -2.81 0.71 1.90
O -2.10 2.08 2.05
O -3.51 0.45 3.29
C -4.23 0.88 0.66
F -3.75 1.72 -0.47
F -4.80 -0.43 0.27
F -5.30 1.65 1.39
H 0.03 -0.62 4.56
H -0.66 0.94 3.96
H 1.37 -0.87 1.87
H 0.82 -2.20 -0.25
H -0.70 -2.75 0.78
H -0.25 0.37 0.13
H -1.81 -2.23 -1.08
H -2.76 -0.60 -1.30
H -1.06 -1.46 -3.41
H 0.35 -1.09 -2.21
H 1.04 1.09 -3.91
H -0.58 3.73 -1.38
H 0.47 4.03 1.26
H 2.57 2.34 2.16
H 3.70 0.34 0.41
H 2.59 0.03 -2.19
B 4.01 -3.39 -0.69
F 4.88 -3.70 -1.82
F 4.78 -3.40 0.54
F 3.43 -2.07 -0.88
F 2.95 -4.38 -0.61
*
```

Atomic partial charges in e from the Löwdin method, atoms 1 to 2: 0.210 -0.131

DFT (ωB97M-V with the def2-TZVPD basis set) results for an isolated molecule of C13H16BNO4S.

Properties
E_HOMO (eV): -8.22
Lowest unoccupied orbital energy (eV): 0.421
Orbital gap (eV): 8.6

ORCA input file:
```
! RIJCOSX wB97M-V def2-TZVPD def2/J DEFGRID3
* xyz 0 1
O -1.41 -0.76 1.48
O -3.31 -0.68 -0.65
O -3.43 1.16 -2.23
O 1.88 -0.82 -3.67
S 1.40 0.90 2.98
B -2.78 0.45 -1.24
C -1.39 0.45 1.69
C 0.88 0.15 -3.60
C 0.56 0.39 -2.30
C 3.05 -2.36 -0.48
C 2.21 -1.64 0.38
C 3.03 -2.14 -1.81
C 1.36 -0.69 -0.13
C 2.15 -1.22 -2.37
C 1.34 -0.48 -1.51
N -1.27 1.33 0.63
C -0.15 0.26 3.72
C -1.39 0.91 3.07
C -0.30 1.49 -1.68
C -1.34 0.87 -0.74
H -2.77 -0.95 0.11
H -4.31 0.79 -2.45
H 2.17 0.97 4.09
H 0.41 0.70 -4.41
H 3.75 -3.08 -0.05
H 2.20 -1.84 1.45
H 3.76 -2.65 -2.40
H 0.69 -0.13 0.48
H -1.43 2.34 0.72
H -0.11 0.52 4.79
H -0.22 -0.83 3.61
H -1.36 1.99 3.14
H -2.31 0.57 3.57
H 0.36 2.10 -1.07
H -0.77 2.14 -2.41
H -1.14 -0.22 -0.70
*
```

Atomic partial charges in e from the Löwdin method, atoms 1 to 2: 0.035 0.163

DFT (ωB97M-V with the def2-TZVPD basis set) results for a structure of composition C13H16Br30ClO3P.

Properties
E_HOMO (eV): -8.05
Lowest unoccupied orbital energy (eV): -0.711
Orbital gap (eV): 7.3

ORCA input file:
```
! RIJCOSX wB97M-V def2-TZVPD def2/J DEFGRID3
* xyz 0 1
C -0.82 -0.34 -3.34
P -0.01 -1.88 -2.61
C -0.96 -3.46 -3.00
O 0.36 -1.72 -0.92
C 1.77 -1.42 -0.85
O 2.17 -0.89 0.22
O 2.70 -1.67 -1.91
Cl 3.45 -0.20 -2.37
H -1.89 -0.47 -3.70
H -0.79 0.58 -2.66
H -0.20 -0.06 -4.28
H -2.07 -3.32 -3.24
H -0.89 -4.24 -2.16
H -0.45 -3.94 -3.92
C -1.98 -2.52 1.89
Br -1.56 -2.74 3.77
Br -2.27 -4.23 1.01
Br -3.47 -1.31 1.62
H -1.10 -2.07 1.42
C 2.35 3.99 -3.31
Br 0.92 2.69 -3.37
Br 2.12 5.25 -1.85
Br 4.10 3.15 -3.27
H 2.30 4.57 -4.24
C 4.93 6.84 -5.25
Br 3.05 6.66 -5.70
Br 5.97 7.48 -6.76
Br 5.20 7.93 -3.67
H 5.30 5.84 -5.02
C 1.12 1.92 2.46
Br 1.85 3.08 1.09
Br 0.67 2.90 4.07
Br -0.38 0.89 1.79
H 1.90 1.22 2.73
C -6.53 -5.23 1.24
Br -5.78 -4.06 -0.12
Br -6.98 -4.25 2.86
Br -8.04 -6.24 0.57
H -5.75 -5.94 1.51
C 3.54 -3.36 -5.41
Br 2.66 -1.73 -5.97
Br 5.12 -2.99 -4.34
Br 2.32 -4.56 -4.50
H 3.88 -3.87 -6.31
C 1.37 3.96 8.33
Br 2.88 5.06 7.81
Br -0.16 4.26 7.17
Br 1.84 2.08 8.43
H 1.08 4.27 9.33
C -7.13 0.11 3.02
Br -9.00 -0.08 2.55
Br -6.08 0.80 1.54
Br -6.89 1.17 4.63
H -6.75 -0.89 3.24
C 2.16 3.43 12.10
Br 1.30 5.08 11.55
Br 3.72 3.77 13.21
Br 0.92 2.21 12.96
H 2.52 2.94 11.20
C 0.03 -4.93 -8.36
Br 1.88 -4.37 -8.52
Br -0.17 -6.39 -7.10
Br -1.14 -3.44 -7.92
H -0.28 -5.30 -9.34
*
```

Atomic partial charges in e from the Löwdin method, atoms 1 to 2: -0.307 0.922

DFT (ωB97M-V with the def2-TZVPD basis set) results for a structure of composition C13H16BrN4O2OsSe4.

Properties
E_HOMO (spin up / spin down) (eV): -11.68 / -11.68
Lowest unoccupied orbital energy (spin up / spin down) (eV): -5.962 / -5.974
Orbital gap (spin up / spin down) (eV): 5.7 / 5.7

ORCA input file:
```
! RIJCOSX wB97M-V def2-TZVPD def2/J DEFGRID3
* xyz 1 1
Os 0.74 -2.43 0.18
Se -0.68 -4.18 0.63
Se 0.22 -6.01 1.74
Se 2.37 -5.41 2.16
Se 2.57 -3.25 1.30
Br -1.36 1.19 -4.42
C -2.37 0.44 -3.01
C -3.59 1.04 -2.71
C -4.36 0.57 -1.67
C -3.92 -0.49 -0.89
C -2.71 -1.08 -1.17
C -1.92 -0.63 -2.23
C -0.62 -1.31 -2.52
O -0.09 -1.43 -3.59
O -0.03 -1.77 -1.40
H -3.93 1.87 -3.32
H -5.31 1.05 -1.46
H -4.53 -0.86 -0.08
H -2.37 -1.91 -0.57
C 0.66 0.67 -0.38
N 1.20 -0.34 0.64
C 2.67 -0.02 0.79
N 2.90 1.34 1.18
C 2.35 2.24 0.17
N 0.91 2.02 0.02
C 0.25 2.27 1.31
N 0.78 1.37 2.34
C 0.54 0.01 1.96
C 2.23 1.59 2.45
H -0.41 0.50 -0.47
H 1.15 0.46 -1.34
H 3.15 -0.23 -0.17
H 3.08 -0.69 1.55
H 2.84 2.06 -0.79
H 2.53 3.27 0.47
H -0.82 2.10 1.20
H 0.42 3.30 1.61
H -0.53 -0.17 1.84
H 0.94 -0.67 2.71
H 2.63 0.92 3.22
H 2.41 2.62 2.76
*
```

Atomic partial charges in e from the Löwdin method, atoms 1 to 2: 0.768 0.224

DFT (ωB97M-V with the def2-TZVPD basis set) results for a structure of composition C13H16Cl2IN6O2SW.

Properties
E_HOMO (spin up / spin down) (eV): -11.28 / -11.63
Lowest unoccupied orbital energy (spin up / spin down) (eV): -4.255 / -4.617
Orbital gap (spin up / spin down) (eV): 7.0 / 7.0
⟨S²⟩: 2.027

ORCA input file:
```
! RIJCOSX wB97M-V def2-TZVPD def2/J DEFGRID3
* xyz 1 3
W 7.94 9.86 9.78
Cl 5.34 5.32 6.58
C 3.94 4.22 6.92
Cl 2.61 4.94 8.00
H 4.33 3.21 7.17
H 3.44 4.13 5.95
C 10.14 6.44 8.06
C 10.13 7.84 8.68
O 9.19 8.12 9.50
N 11.03 8.78 8.35
C 11.32 10.06 9.13
C 10.60 11.21 8.44
C 11.26 12.29 7.82
C 10.54 13.35 7.37
C 9.20 13.25 7.38
C 8.58 12.15 7.91
N 9.29 11.22 8.56
H 11.03 6.15 7.54
H 9.23 6.41 7.46
H 9.96 5.73 8.81
H 11.61 8.63 7.55
H 12.40 10.27 9.18
H 10.90 9.83 10.12
H 12.33 12.33 7.82
H 11.14 14.29 7.17
H 8.51 14.02 6.99
H 7.50 12.28 8.12
S 8.74 10.43 11.63
N 5.10 12.25 13.77
C 5.42 12.51 12.70
N 5.80 12.76 11.45
C 6.08 11.98 10.58
N 6.43 11.19 9.76
N 5.25 6.63 10.40
C 5.53 7.86 9.96
O 6.51 8.50 10.53
C 4.54 8.46 9.10
I 7.18 8.84 7.07
H 5.74 6.39 11.22
H 4.47 6.10 10.01
H 4.60 9.53 8.85
H 3.77 7.80 8.68
*
```

Atomic partial charges in e from the Löwdin method, atoms 1 to 2: 1.025 0.442

| no. | E_tot (eV) |
| --- | --- |
| 1 | -179390.5772 |
| 2 | -56365.6762 |
| 3 | -34934.6645 |
| 4 | -2142961.9668 |
| 5 | -357684.1894 |
| 6 | -72576.9156 |